No. 1
49
Properties=species:S:1:pos:R:3:forces:R:3:mulliken_charge:R:1 method="wB97M-V/def2-TZVPD" charge=+1 e_lumo_ev=-4.56
Cu 0.599631 -2.010746 0.430973 -0.5 -0.5 0.2 -1.499
F 4.738591 1.350939 0.513343 0.0 0.0 0.0 -0.336
C 3.915515 0.515907 -0.124125 0.1 0.1 0.1 0.543
C 2.847936 -0.031595 0.569178 0.1 -0.1 -0.2 -0.352
C 2.007720 -0.889396 -0.112209 -0.1 0.2 0.4 0.037
C 2.205858 -1.237241 -1.468188 -0.2 -0.2 0.1 -0.017
C 3.298518 -0.638815 -2.084362 0.1 0.0 -0.2 0.577
F 3.571840 -0.923520 -3.367609 0.1 0.0 0.1 -0.341
C 4.157090 0.234232 -1.448203 0.1 0.0 -0.1 -0.916
C 1.316921 -2.242451 -2.142188 0.1 0.2 0.3 1.138
C 1.243661 -2.456904 -3.510155 0.0 0.0 -0.1 -0.795
C 0.359885 -3.404042 -4.001805 0.0 0.0 -0.1 -0.326
C -0.434611 -4.133602 -3.132995 0.0 0.0 -0.1 -0.727
C -0.320185 -3.871247 -1.784828 0.1 0.0 0.0 0.082
N 0.529223 -2.956975 -1.306497 0.0 0.0 -0.1 -0.085
H 2.712961 0.227740 1.608258 0.1 0.0 0.0 0.810
H 4.998610 0.663202 -1.974727 0.0 0.0 0.0 0.516
H 1.859144 -1.887718 -4.186735 -0.1 0.0 0.0 0.499
H 0.290133 -3.565316 -5.070539 0.0 0.0 0.0 0.447
H -1.128463 -4.883603 -3.487066 0.0 0.0 0.0 0.410
H -0.911529 -4.409939 -1.055992 0.0 0.0 0.0 0.440
C -4.527422 0.745647 3.440308 0.0 0.0 0.0 -1.373
C -3.417924 -0.176060 2.950738 0.0 0.0 -0.1 -0.185
C -3.048551 0.092301 1.493527 -0.1 0.0 0.0 -0.855
C -1.926560 -0.815366 0.949998 0.0 -0.2 0.0 -0.829
Ge -0.260898 -0.384863 1.890430 0.3 0.2 0.0 0.458
C 0.242557 1.468514 1.782117 0.0 0.2 -0.1 -0.842
C 0.180256 2.036689 0.360295 0.0 0.0 0.0 0.092
C 0.733300 3.456139 0.269006 0.0 0.0 0.0 -0.551
C 0.778153 3.966879 -1.166484 0.0 0.0 0.0 -1.286
H -4.791243 0.533834 4.475999 0.0 0.0 0.0 0.388
H -5.429143 0.626162 2.836073 0.0 0.0 0.0 0.331
H -4.222657 1.792885 3.380456 0.0 0.0 0.0 0.331
H -3.727382 -1.219827 3.055404 0.0 0.0 0.0 0.275
H -2.536142 -0.050623 3.589629 0.0 0.0 0.0 0.248
H -2.763122 1.143962 1.381503 0.0 0.0 0.0 0.186
H -3.927157 -0.056998 0.859761 0.0 0.0 0.0 0.467
H -1.773677 -0.651210 -0.118576 -0.1 0.1 0.0 0.493
H -2.188317 -1.868972 1.090113 -0.1 0.0 0.0 0.631
H -0.148688 -0.979421 3.304769 0.2 -0.1 -0.1 0.040
H 1.235655 1.586971 2.221030 -0.1 0.1 0.0 0.466
H -0.453879 1.993884 2.446572 0.1 0.0 0.0 0.562
H -0.857493 2.032990 0.006940 0.0 0.0 0.0 0.314
H 0.743822 1.395335 -0.327459 -0.1 0.1 0.1 -0.142
H 1.739093 3.470759 0.699644 0.0 0.0 0.0 0.316
H 0.121134 4.123916 0.881625 0.0 0.0 0.0 0.362
H 1.435764 3.345251 -1.780320 0.0 0.0 0.0 0.281
H 1.148176 4.991478 -1.215327 0.0 0.0 0.0 0.395
H -0.216103 3.950830 -1.621300 0.0 0.0 0.0 0.320



No. 2
50
Properties=species:S:1:pos:R:3:forces:R:3:mulliken_spin:R:1 method="wB97M-V/def2-TZVPD" charge=+1 e_lumo_ev="-3.44 / -3.44" multiplicity=6
C -1.218105 -0.986135 3.032285 -0.1 -1.2 0.1 0.065
C -1.476084 -1.443327 1.699801 0.2 -0.9 0.6 0.007
C -0.560224 -2.507253 1.409786 -0.9 -0.4 1.0 0.014
H -2.281292 -1.117690 1.049127 0.3 0.1 0.1 0.005
C 0.275269 -2.705021 2.556994 -1.4 -0.4 0.5 -0.028
C -0.146324 -1.770468 3.571151 -1.4 -1.0 -0.4 -0.098
H 0.150350 -1.807479 4.619746 0.0 0.2 -0.4 -0.010
H -1.794225 -0.241083 3.576703 0.2 -0.1 -0.2 0.003
H -0.578632 -3.130453 0.514453 0.2 0.4 0.2 0.007
H 1.003848 -3.511167 2.685730 -0.2 0.4 -0.1 0.007
Dy 0.837947 -0.492299 1.685502 -0.3 2.2 -2.7 5.954
C 1.282386 1.025566 -4.341360 0.0 0.5 -0.4 -0.008
H 1.850866 0.149399 -4.029318 -0.2 0.1 0.1 0.005
H 0.474206 0.727594 -5.016710 0.2 0.1 0.1 0.000
H 0.862625 1.577833 -3.491019 0.1 -0.3 -0.3 -0.003
Si 0.295111 0.455464 -1.259570 0.3 -0.5 1.0 -0.684
C -0.514262 2.079140 -0.886438 0.4 0.6 0.0 -0.053
C -1.654094 2.195609 -0.056743 0.2 0.4 -0.4 0.054
H -2.084815 1.309059 0.424196 0.1 0.3 -0.3 0.011
C -2.244822 3.450706 0.134978 0.3 -0.1 -0.1 0.015
H -3.128042 3.545042 0.771284 0.3 0.0 -0.2 0.001
C -1.689662 4.586387 -0.474264 0.1 -0.3 -0.1 -0.024
H -2.155229 5.561774 -0.329360 0.1 -0.3 0.0 -0.001
C -0.537871 4.477019 -1.264136 0.0 0.1 0.2 0.009
H -0.097932 5.364970 -1.724974 -0.2 -0.3 0.2 0.000
C 0.073440 3.235594 -1.443931 -0.7 -0.1 0.3 -0.051
H 0.995806 3.140535 -2.021040 -0.3 0.2 0.1 -0.001
C -0.852104 -0.699404 -2.130261 0.0 -0.5 -0.3 -0.045
C -2.060252 -0.240615 -2.691520 0.2 -0.4 0.2 -0.034
H -2.261201 0.832705 -2.718979 -0.1 -0.3 0.0 -0.001
C -2.987332 -1.158668 -3.193234 0.2 0.0 0.1 0.011
H -3.922800 -0.789568 -3.614661 0.2 -0.2 0.1 0.001
C -2.711108 -2.529251 -3.142333 0.0 0.1 0.0 -0.032
H -3.452496 -3.239184 -3.515834 0.3 0.2 0.1 -0.002
C -1.491931 -2.992877 -2.632499 0.1 0.2 0.0 0.012
H -1.275397 -4.063095 -2.620244 -0.1 0.3 0.0 0.000
C -0.557522 -2.081639 -2.133383 -0.5 0.2 -0.3 0.006
H 0.403888 -2.436293 -1.744922 -0.4 0.1 -0.1 0.018
H 1.730677 0.500400 -1.709223 -0.5 0.1 0.1 -0.043
H 1.960789 1.724327 -4.850568 -0.2 -0.3 0.0 -0.001
N 1.907924 0.729701 3.435405 0.7 0.3 0.9 -0.029
N 2.368694 -0.623162 3.789198 0.8 1.4 0.3 -0.025
C 3.397118 -1.119673 2.991787 0.7 -0.1 0.1 -0.009
N 4.408534 -1.689211 3.667531 -0.4 -0.1 0.3 0.001
S 3.371149 -1.084838 1.302182 1.5 0.1 0.6 -0.027
H 2.704478 1.362359 3.288802 -0.2 -0.3 0.2 0.005
H 1.328429 1.118937 4.195758 0.4 -0.6 -0.4 0.000
H 2.510207 -0.728532 4.797826 0.0 0.1 -0.5 -0.002
H 5.228748 -2.031245 3.183525 -0.4 -0.2 -0.1 0.000
H 4.311271 -1.930487 4.652773 0.2 0.3 -0.4 0.000



No. 3
49
Properties=species:S:1:pos:R:3:forces:R:3:mulliken_charge:R:1 method="wB97M-V/def2-TZVPD" charge=0 e_lumo_ev=0.40 smiles="O=C(c1ccc(F)cc1)C1CCN(C(=O)NC2CCCCC2)CC1"
O 3.207421 -2.267892 -2.741238 0.0 0.0 0.0 -0.639
C 2.146496 -2.170356 -2.165094 -0.2 0.3 0.1 -0.309
C 1.012700 -3.079340 -2.484044 -0.1 -0.4 -0.3 0.221
C 1.314208 -4.251355 -3.181014 0.0 0.1 0.1 -0.487
C 0.328274 -5.156508 -3.515584 -0.2 -0.1 0.0 -0.602
C -0.977086 -4.872111 -3.152874 0.1 0.2 0.1 0.420
F -1.950478 -5.744359 -3.473180 0.1 0.1 0.0 -0.323
C -1.312202 -3.712603 -2.474918 -0.2 -0.2 -0.1 -0.860
C -0.313452 -2.818078 -2.140498 0.3 -0.1 -0.1 -0.018
C 1.927305 -1.161900 -1.055773 0.5 0.0 -0.1 1.000
C 3.106012 -0.198238 -0.921025 -0.3 0.0 -0.1 -1.054
C 2.716695 0.926185 0.051038 0.3 0.2 -0.1 -0.786
N 1.835103 0.421537 1.088470 -0.1 -0.1 0.1 0.036
C 0.558313 0.894047 1.298118 0.5 0.2 -0.1 0.620
O -0.314090 0.187774 1.767838 -0.4 -0.3 0.2 -0.689
N 0.376174 2.208668 0.949616 0.1 0.3 -0.1 -0.069
C -0.869547 2.916615 1.225975 -0.2 -0.4 0.2 -0.351
C -1.183567 2.989157 2.723214 0.0 0.3 -0.1 -0.647
C -2.468511 3.776454 2.957041 0.0 -0.2 0.1 -0.785
C -3.629699 3.136501 2.202935 0.0 0.3 -0.1 -0.558
C -3.317080 3.061062 0.711859 0.0 -0.2 0.1 -0.815
C -2.035108 2.269304 0.477036 0.0 0.3 -0.1 -0.688
C 2.086090 -0.959730 1.440731 -0.2 -0.2 0.2 -1.148
C 1.734938 -1.905969 0.280230 -0.1 0.2 0.1 -0.679
H 2.343427 -4.435359 -3.450078 0.1 0.0 0.0 0.447
H 0.552733 -6.067014 -4.048057 0.0 -0.1 0.0 0.437
H -2.342435 -3.522580 -2.218473 -0.1 0.0 0.0 0.446
H -0.586598 -1.910860 -1.625764 0.0 0.1 0.1 0.533
H 1.029077 -0.576272 -1.276497 -0.1 0.0 0.0 0.158
H 3.977207 -0.747403 -0.563305 0.0 0.0 0.0 0.323
H 3.362175 0.224140 -1.892819 0.1 0.0 0.0 0.409
H 2.197093 1.708574 -0.505551 0.1 -0.1 0.1 0.520
H 3.616546 1.359736 0.506979 -0.1 0.0 -0.1 0.135
H 1.201921 2.784942 0.965357 0.0 -0.1 0.0 0.376
H -0.727477 3.934217 0.840048 0.0 -0.1 0.0 0.433
H -0.349804 3.459512 3.251529 0.0 0.0 0.0 0.350
H -1.296757 1.971972 3.099479 0.1 0.0 0.0 0.306
H -2.333866 4.805194 2.611856 0.0 0.1 0.0 0.365
H -2.689522 3.808924 4.025674 0.0 0.1 0.0 0.343
H -3.794625 2.127991 2.586700 -0.1 -0.1 0.0 0.330
H -4.542511 3.713847 2.364395 0.0 -0.1 0.0 0.304
H -3.201111 4.072389 0.312957 -0.1 0.1 -0.1 0.373
H -4.143851 2.585334 0.180924 0.0 0.1 -0.1 0.340
H -1.802429 2.229530 -0.589645 0.0 0.0 0.0 0.355
H -2.156723 1.249587 0.841155 0.0 0.0 0.0 0.268
H 1.480019 -1.197370 2.315200 0.2 0.0 -0.1 0.426
H 3.142688 -1.043641 1.706647 0.0 0.0 0.0 0.435
H 2.382957 -2.783646 0.316383 0.0 -0.1 0.0 0.411
H 0.702954 -2.240610 0.376050 0.0 -0.1 0.0 0.385



Ordered DFT total energy results: -4710.6031; -2475.6942; -1098.9122; unit Eh.